Formula: C20H37AgIN3O3P
Source: OMol25
Level of theory: the ωB97M-V functional and the def2-TZVPD basis

```
66
C20H37AgIN3O3P the ωB97M-V functional and the def2-TZVPD basis
C -3.177 4.945 0.736
C -1.743 4.789 0.202
P -0.637 3.486 0.938
C -1.564 2.731 2.350
C -0.568 2.123 -0.387
C 0.437 2.680 -1.438
N 1.358 1.642 -1.944
C 1.517 1.585 -3.416
C 0.166 0.942 0.264
O 1.000 0.983 1.112
N -0.423 -0.277 -0.230
C -1.836 0.075 -0.230
C -2.796 -1.021 -0.729
C -2.233 -2.097 -1.669
C -1.868 -3.429 -0.997
C -0.994 -3.311 0.258
C 0.477 -3.594 -0.010
C 1.360 -3.493 1.230
C 2.828 -3.859 0.911
C 3.881 -2.915 1.476
C 3.690 -1.470 1.050
O 4.909 -0.793 1.226
C 4.757 0.612 1.119
C -1.891 1.480 -0.864
I -1.999 1.220 -3.047
N -3.089 2.239 -0.570
C -3.874 1.850 0.269
O -4.613 1.484 1.058
H -3.856 5.133 -0.093
H -3.549 4.063 1.243
H -3.241 5.776 1.431
H -1.215 5.725 0.361
H -1.751 4.619 -0.873
H -0.820 2.534 3.115
H -2.098 1.817 2.106
H -2.257 3.464 2.752
H 1.019 3.442 -0.922
H -0.077 3.191 -2.247
H 2.270 1.868 -1.576
H 2.507 1.921 -3.715
H 1.417 0.556 -3.761
H 0.767 2.175 -3.930
H -0.058 -0.497 -1.151
H -2.067 0.173 0.837
H -3.190 -1.525 0.152
H -3.641 -0.520 -1.197
H -3.020 -2.318 -2.390
H -1.405 -1.739 -2.274
H -2.767 -4.017 -0.827
H -1.283 -4.006 -1.714
H -1.383 -4.088 1.006
H -1.085 -2.355 0.761
H 0.566 -4.618 -0.380
H 0.828 -2.920 -0.786
H 0.985 -4.236 1.961
H 1.287 -2.496 1.658
H 2.952 -3.914 -0.170
H 3.033 -4.859 1.291
H 3.939 -2.980 2.562
H 4.848 -3.231 1.087
H 3.398 -1.439 -0.011
H 2.902 -0.996 1.638
H 5.731 1.064 1.261
H 4.357 0.872 0.135
H 4.053 0.974 1.870
Ag -1.171 -5.222 2.121
```

## Properties
- charge = +1
- DFT total energy (Eh) = -1959.909709
- multiplicity = 1
- E_HOMO (eV) = -10.3202
- F_max (eV/A) = 2.28

Formula: C39H94F3N3O13Y
Source: OMol25
Level of theory: the ωB97M-V functional and the def2-TZVPD basis

```
153
C39H94F3N3O13Y the ωB97M-V functional and the def2-TZVPD basis
Y -3.605 2.901 -3.422
C -0.502 1.553 -1.157
C -1.828 0.768 -1.023
O -2.892 1.239 -1.753
H 0.288 1.042 -0.618
H -0.646 2.593 -0.855
H -0.414 1.576 -2.246
H -2.074 0.696 0.050
H -1.507 -0.260 -1.271
C -0.543 4.692 -3.707
O -0.015 3.370 -3.935
O -1.863 4.612 -3.420
C 0.326 5.544 -2.735
F 0.603 4.879 -1.601
F 1.499 5.844 -3.290
F -0.321 6.658 -2.428
C 1.394 3.135 -3.961
C 1.628 1.745 -4.510
H 2.702 1.636 -4.672
H 1.308 0.930 -3.856
H 1.158 1.578 -5.484
H 1.789 3.210 -2.944
H 1.939 3.871 -4.555
H -0.335 5.178 -4.673
O -4.513 0.728 -4.004
H -4.785 -0.048 -3.478
H -4.457 0.410 -4.917
O -1.873 1.730 -4.503
H -0.945 2.068 -4.549
H -1.881 0.893 -4.986
O -3.777 4.014 -1.300
H -3.704 4.977 -1.198
H -3.805 3.654 -0.388
O -4.784 -0.861 -0.896
H -4.021 -0.380 -1.254
H -4.393 -1.610 -0.424
O -4.615 2.145 0.826
H -5.507 1.830 0.634
H -4.033 1.563 0.305
C 1.724 3.490 3.370
C 2.142 2.224 4.155
C 0.966 1.225 4.238
C 0.779 0.385 2.960
C 2.102 -0.259 2.618
C 3.283 0.717 2.465
N 3.360 1.593 3.622
O 4.424 2.535 3.599
C 4.523 -0.203 2.445
C 3.125 1.456 1.130
C 2.403 2.655 5.604
H 2.517 4.237 3.394
H 0.862 3.901 3.892
H 1.431 3.282 2.344
H 1.242 0.515 5.021
H 0.069 1.790 4.483
H 0.469 1.034 2.132
H -0.076 -0.278 3.115
H 2.056 -0.843 1.691
H 2.279 -1.040 3.367
H 5.391 0.409 2.173
H 4.744 -0.580 3.442
H 4.381 -0.954 1.673
H 3.263 0.783 0.276
H 2.123 1.867 1.053
H 3.897 2.214 0.997
H 2.702 1.847 6.278
H 1.510 3.063 6.087
H 3.178 3.416 5.710
H 5.116 2.014 4.023
C 3.859 -4.433 -5.213
C 3.913 -3.744 -3.827
C 4.791 -2.499 -4.044
C 4.912 -1.568 -2.848
C 3.518 -1.291 -2.330
C 2.539 -2.474 -2.114
N 2.618 -3.309 -3.334
O 1.684 -4.384 -3.306
C 2.898 -3.181 -0.815
C 1.172 -1.827 -2.038
C 4.586 -4.738 -2.843
H 4.029 -3.724 -6.029
H 2.935 -4.998 -5.295
H 4.744 -5.052 -5.358
H 5.751 -2.726 -4.511
H 4.268 -1.933 -4.825
H 5.373 -0.616 -3.119
H 5.591 -1.971 -2.090
H 3.021 -0.540 -2.951
H 3.593 -0.836 -1.336
H 2.641 -4.241 -0.779
H 3.927 -3.029 -0.485
H 2.366 -2.814 0.076
H 0.416 -2.517 -1.645
H 1.231 -1.067 -1.251
H 0.767 -1.336 -2.924
H 5.062 -4.174 -2.041
H 5.339 -5.351 -3.336
H 3.914 -5.455 -2.371
H 0.949 -3.976 -3.772
C -3.771 -1.650 4.582
C -2.496 -0.901 4.118
C -1.309 -1.171 5.087
C -0.824 -2.626 4.971
C -0.481 -2.995 3.547
C -1.573 -2.635 2.491
N -2.117 -1.321 2.762
O -3.018 -0.906 1.764
C -0.843 -2.652 1.128
C -2.567 -3.803 2.398
C -2.772 0.588 4.167
H -4.545 -1.664 3.810
H -4.275 -1.067 5.356
H -3.577 -2.672 4.893
H -0.484 -0.467 4.996
H -1.775 -1.035 6.066
H -1.512 -3.320 5.455
H 0.107 -2.669 5.545
H -0.257 -4.056 3.430
H 0.442 -2.488 3.247
H -0.147 -1.852 0.836
H -0.277 -3.583 1.105
H -1.505 -2.537 0.260
H -2.069 -4.759 2.239
H -3.048 -3.907 3.372
H -3.329 -3.674 1.630
H -3.280 0.820 5.100
H -3.512 0.759 3.375
H -1.913 1.226 3.969
H -2.488 -0.297 1.239
C -2.913 6.106 3.192
C -2.835 4.768 2.480
C -1.517 4.023 2.693
O -3.901 3.931 2.897
H -2.208 6.813 2.749
H -2.659 6.038 4.250
H -3.908 6.526 3.050
H -3.054 4.939 1.410
H -1.432 3.825 3.763
H -0.671 4.671 2.464
H -1.529 3.089 2.131
H -4.068 3.224 2.260
C -1.632 -4.288 -4.869
C -2.528 -4.050 -3.661
C -2.721 -2.514 -3.468
O -3.865 -4.520 -3.950
H -0.590 -4.449 -4.564
H -1.669 -3.528 -5.643
H -1.739 -5.326 -5.203
H -2.162 -4.560 -2.773
H -1.720 -2.070 -3.399
H -3.258 -2.295 -2.547
H -3.217 -2.044 -4.321
H -4.375 -3.786 -4.280
```

## Properties
- charge = +1
- DFT total energy (Eh) = -3022.376686
- multiplicity = 1
- E_HOMO (eV) = -9.6974
- F_max (eV/A) = 5.96

Formula: C21H24ClN3O4S
Source: OMol25
Level of theory: the ωB97M-V functional and the def2-TZVPD basis

```
54
C21H24ClN3O4S the ωB97M-V functional and the def2-TZVPD basis
C -6.204 -1.054 -1.143
C -5.379 0.107 -0.597
C -6.062 1.446 -0.871
O -4.117 0.039 -1.255
C -3.024 0.622 -0.719
C -2.981 1.334 0.479
C -1.780 1.831 0.941
C -0.592 1.626 0.241
C 0.658 2.090 0.789
N 1.774 1.696 0.320
N 2.914 2.139 0.869
C 4.144 1.687 0.498
O 5.147 2.155 0.990
C 4.113 0.561 -0.532
C 5.518 0.170 -0.989
C 5.997 -0.736 0.147
C 4.706 -1.363 0.706
N 3.590 -0.638 0.109
S 2.519 -1.546 -0.810
O 2.186 -0.845 -2.017
O 2.981 -2.901 -0.930
C 1.036 -1.582 0.204
C 1.013 -1.084 1.490
C -0.176 -1.077 2.199
C -1.323 -1.581 1.603
Cl -2.813 -1.527 2.459
C -1.295 -2.118 0.325
C -0.101 -2.112 -0.375
C -0.643 0.938 -0.978
C -1.839 0.456 -1.448
H -5.708 -1.998 -0.931
H -7.188 -1.061 -0.684
H -6.312 -0.954 -2.220
H -5.237 -0.033 0.484
H -7.015 1.491 -0.350
H -6.236 1.555 -1.939
H -5.440 2.274 -0.540
H -3.871 1.499 1.066
H -1.761 2.372 1.877
H 0.606 2.773 1.647
H 2.884 2.849 1.608
H 3.437 0.835 -1.344
H 5.447 -0.381 -1.927
H 6.157 1.040 -1.119
H 6.480 -0.131 0.913
H 6.696 -1.494 -0.198
H 4.605 -2.415 0.439
H 4.654 -1.268 1.795
H 1.919 -0.694 1.926
H -0.220 -0.679 3.201
H -2.194 -2.516 -0.117
H -0.042 -2.501 -1.378
H 0.269 0.782 -1.530
H -1.892 -0.078 -2.384
```

## Properties
- DFT total energy (Eh) = -2138.222205
- multiplicity = 1
- E_HOMO (eV) = -8.1379
- energy above the lowest of the compared OMol25 structures with the same formula, charge and spin (kcal/mol) = 46.0
- F_max (eV/A) = 1.36
- SMILES = CC(C)Oc1ccc(/C=N/NC(=O)[C@H]2CCCN2S(=O)(=O)c2ccc(Cl)cc2)cc1

Formula: C3H8B3INO6S2
Source: OMol25
Level of theory: the ωB97M-V functional and the def2-TZVPD basis

```
24
C3H8B3INO6S2 the ωB97M-V functional and the def2-TZVPD basis
C 0.434 -2.954 0.977
C 0.070 -1.559 0.496
S 1.040 -0.349 1.419
C 0.191 1.207 1.059
B 0.467 1.749 -0.367
O 1.750 1.877 -0.907
B 1.894 3.039 -1.606
S 3.248 4.181 -1.194
O 0.970 3.324 -2.592
B -0.065 2.435 -2.453
I -0.899 1.310 -4.074
O -0.553 2.195 -1.198
H 0.556 -3.646 0.153
H 1.381 -2.900 1.517
H -0.282 -3.324 1.697
H -1.000 -1.387 0.576
H 0.301 -1.469 -0.563
H -0.877 1.143 1.240
H 0.604 1.923 1.768
H 2.773 5.272 -1.800
N -3.005 -3.019 1.465
O -3.640 -2.023 1.054
O -2.476 -2.999 2.596
O -2.885 -4.026 0.738
```

## Properties
- charge = -1
- DFT total energy (Eh) = -1794.222963
- multiplicity = 1
- E_HOMO (eV) = -4.4313
- F_max (eV/A) = 1.00

Q: Which value of F_max does entry 2 give?
A: 5.96 eV/A

Q: What is the formula in the third record?
A: C21H24ClN3O4S